Entry from the OMol25 dataset: a molecular structure, C8H12AsF6N3S3Zn (ωB97M-V/def2-TZVPD).

Properties
**Frontier orbital gap (spin up / spin down)**: 0.340 / 0.158 hartree
**⟨S²⟩**: 0.7803
**Relative energy (zero: lowest compared OMol25 entry of this formula, charge and spin)**: 0.00 kcal per mole
**E_HOMO (spin up / spin down)**: -12.2 / -12.2 eV

ORCA input file:
```
! RIJCOSX wB97M-V def2-TZVPD def2/J DEFGRID3
* xyz 1 2
Zn -0.689 0.327 -0.558
C 0.727 -1.759 2.079
C 0.804 -2.589 0.801
S 0.300 -1.846 -0.785
C 1.810 -1.291 -1.598
C 2.553 -0.123 -0.963
S 1.485 1.314 -0.668
C 1.914 1.836 1.023
C 1.395 1.018 2.194
S 2.109 -0.637 2.406
H 0.722 -2.474 2.903
H -0.213 -1.214 2.148
H 0.142 -3.451 0.890
H 1.810 -2.977 0.633
H 1.483 -1.044 -2.610
H 2.482 -2.145 -1.692
H 3.353 0.195 -1.632
H 2.981 -0.412 -0.007
H 1.525 2.854 1.083
H 3.002 1.912 1.027
H 0.312 0.935 2.177
H 1.633 1.582 3.098
N -3.052 -0.240 -6.504
C -2.956 0.340 -5.474
N -2.924 1.045 -4.422
C -2.232 0.756 -3.349
N -1.650 0.631 -2.364
F -1.982 -0.420 0.890
As -2.785 1.100 1.528
F -1.847 0.907 2.944
F -4.076 0.194 2.134
F -3.340 2.633 1.973
F -3.497 1.207 -0.043
F -1.301 1.839 0.740
*
```